A molecular structure, C5H8N2 in a non-equilibrium geometry, computed with the ωB97M-V functional and the def2-TZVPD basis.

Molecular weight, g/mol: 96.13
Charge: 0
Largest force on an atom, eV/A: 1.286
Relative energy (zero: lowest compared OMol25 entry of this formula, charge and spin), kJ/mol: 518.6
Frontier orbital gap, eV: 7.17

Geometry as XYZ:
```
15
Properties=species:S:1:pos:R:3:lowdin_charge:R:1
C 0.371 0.086 -1.508 0.010
C -1.280 -0.076 0.370 -0.180
C -0.469 -1.356 0.336 -0.195
N 0.680 -0.420 0.007 -0.071
C -0.031 0.536 0.953 -0.355
C 0.352 1.944 0.782 -0.171
N 0.663 3.049 0.636 0.152
H 1.096 -0.460 -2.098 0.069
H -0.640 -0.080 -1.918 0.088
H 0.535 1.166 -1.541 0.075
H -2.245 0.015 0.833 0.045
H -0.577 -2.134 -0.429 0.108
H -0.237 -1.843 1.313 0.105
H 1.636 -0.724 0.310 0.182
H 0.254 0.229 1.991 0.136
```